1.
The following is a DFT calculation (the ωB97M-V functional and the def2-TZVPD basis) of a cluster of 2 separate species, CH4O2P in total in a non-equilibrium geometry.

```
8
Properties=species:S:1:pos:R:3:nbo_charge:R:1
C -1.5520 -0.0584 -0.3545 -0.929
O 2.1192 0.9291 -0.6543 -1.128
O 1.8472 -1.3280 0.4093 -1.123
P 1.4115 0.0832 0.3964 1.851
H -1.4414 -0.5154 -1.3981 0.177
H -2.0826 -0.7172 0.4626 0.164
H -2.0239 0.9178 -0.3899 0.152
H 1.7220 0.6889 1.5285 -0.165
```

Gap between HOMO and LUMO (alpha / beta) ... 8.05 / 6.93 eV
Electronic energy ... -14485.0369 eV
Relative energy (zero: lowest compared OMol25 entry of this formula, charge and spin) ... 71.8 kcal per mole
HOMO level (alpha / beta) ... -3.7 / -2.9 eV
Spin multiplicity ... 1
E_LUMO (alpha / beta) ... 0.1581 / 0.1484 Eh
Charge ... -1



2.
The following is a DFT calculation (the ωB97M-V functional and the def2-TZVPD basis) of a cluster of 2 separate species, C3H6O2S in total in a non-equilibrium geometry.

```
12
Properties=species:S:1:pos:R:3:nbo_charge:R:1
C -1.5384 1.6215 0.5662 -0.634
C 0.7465 0.1312 -0.8422 -0.691
C -0.7256 -0.0255 -0.4143 0.253
O -0.8274 3.8984 1.6679 -0.922
O -0.9925 -1.0185 0.4332 -0.670
S -0.3753 2.5942 1.1412 1.111
H -2.6255 1.6510 0.5595 0.226
H 1.2342 0.0919 0.0930 0.202
H 1.1942 1.0124 -1.4573 0.250
H 1.1477 -0.6859 -1.3859 0.229
H -1.3856 -0.1456 -1.1962 0.172
H -0.1600 -1.2405 0.9639 0.475
```

Gap between HOMO and LUMO ... 9.50 eV
Electronic energy ... -18134.6128 eV
Relative energy (zero: lowest compared OMol25 entry of this formula, charge and spin) ... 100.0 kcal per mole
HOMO level ... -9.2 eV
Spin multiplicity ... 1
E_LUMO ... 0.0116 Eh
Charge ... 0



3.
The following is a DFT calculation (the ωB97M-V functional and the def2-TZVPD basis) of a structure of composition C3H2Cl3NO in a non-equilibrium geometry.

```
10
Properties=species:S:1:pos:R:3:nbo_charge:R:1
C 1.3182 -0.5485 0.3758 0.206
C -0.9713 0.1788 0.5645 -0.268
C 0.3483 0.4870 -0.0731 0.083
N 1.9952 -1.4157 0.6700 -0.232
O 0.5151 0.2488 -1.8883 -0.680
Cl -2.2666 1.1786 0.1407 0.094
Cl -1.2953 -1.6192 0.2289 -0.042
Cl 0.8083 2.1318 0.1665 0.116
H -0.9213 0.1340 1.6153 0.253
H 0.4694 -0.7754 -1.8003 0.469
```

Gap between HOMO and LUMO ... 10.96 eV
Electronic energy ... -44245.5226 eV
Relative energy (zero: lowest compared OMol25 entry of this formula, charge and spin) ... 33.4 kcal per mole
HOMO level ... -11.6 eV
Spin multiplicity ... 1
E_LUMO ... -0.0241 Eh
Charge ... 0



4.
The following is a DFT calculation (the ωB97M-V functional and the def2-TZVPD basis) of an isolated molecule of C4H10N2O.

```
17
Properties=species:S:1:pos:R:3:nbo_charge:R:1
C -0.0301 -0.3903 0.6342 -0.317
C 2.2683 -0.3418 -0.0887 -0.431
C -1.5058 1.5158 -0.1798 -0.675
N 0.9085 0.0571 -0.3756 -0.136
C -1.4316 0.1377 0.3796 0.326
O 0.5243 -0.4257 -1.6410 -0.577
N -2.4902 -0.4934 0.6243 -0.627
H 0.5368 -1.4014 -1.6439 0.436
H -2.3682 -1.4333 0.9985 0.329
H -0.0550 -1.4962 0.7165 0.166
H 0.3109 0.0115 1.5935 0.223
H 2.5898 0.1529 0.8249 0.209
H 2.3765 -1.4320 0.0347 0.160
H 2.8994 -0.0124 -0.9120 0.219
H -0.9576 2.2052 0.4580 0.218
H -1.0329 1.5238 -1.1592 0.245
H -2.5431 1.8225 -0.2639 0.231
```

Gap between HOMO and LUMO ... 10.28 eV
Electronic energy ... -9335.8294 eV
Relative energy (zero: lowest compared OMol25 entry of this formula, charge and spin) ... 72.8 kcal per mole
SMILES string ... [H]/N=C(/C)CN(C)O
HOMO level ... -9.5 eV
Spin multiplicity ... 1
E_LUMO ... 0.0302 Eh
Charge ... 0



5.
The following is a DFT calculation (the ωB97M-V functional and the def2-TZVPD basis) of a structure of composition C12H18As2F13O9Pt in a non-equilibrium geometry.

```
55
Properties=species:S:1:pos:R:3:lowdin_spin:R:1
Pt -18.7365 15.8475 25.3915 0.988
As -16.8222 20.8407 23.0801 0.000
F -16.5858 20.3850 21.3078 0.000
F -15.0887 20.7887 23.3112 0.000
F -17.0879 21.3635 24.7846 0.000
F -18.6303 20.9459 22.6616 0.000
F -16.9299 19.1140 23.6956 0.000
F -16.4979 22.5145 22.6474 0.000
As -19.2214 17.3402 29.9347 0.000
F -17.8347 16.3870 30.5868 0.000
F -19.7198 15.9248 28.9403 0.003
F -20.6916 18.2310 29.2686 0.000
F -18.7443 18.7564 30.8350 0.000
F -18.3582 17.8798 28.4852 0.000
F -20.3003 16.7015 31.2259 0.000
F -21.6998 16.0664 24.2312 1.009
C -9.6809 15.5079 26.8724 0.000
C -10.7460 14.5648 27.3391 0.000
C -11.2876 14.9853 28.6257 0.000
O -12.6846 14.8903 28.3342 0.000
C -12.9587 14.6528 27.1064 0.000
O -14.0755 14.7254 26.5926 0.000
O -11.8997 14.6255 26.4267 0.000
H -9.2678 15.0484 25.9744 0.000
H -8.7893 15.6516 27.4827 0.000
H -10.1493 16.4581 26.6157 0.000
H -10.5012 13.5125 27.1947 0.000
H -10.9490 15.9862 28.8933 0.000
H -11.0804 14.1735 29.3230 0.000
C -16.2567 14.8056 16.6701 0.000
C -17.0010 13.8141 17.4259 0.000
C -16.1200 12.7363 17.9585 0.000
O -16.4880 12.6397 19.3144 0.000
C -17.1161 13.8213 19.6933 0.000
O -17.2646 14.2195 20.8424 0.000
O -17.4122 14.4607 18.6299 0.000
H -16.6161 15.7239 16.2057 0.000
H -15.6962 14.4115 15.8223 0.000
H -15.5014 15.1495 17.3766 0.000
H -17.9127 13.4850 16.9272 0.000
H -15.0595 12.9878 17.9682 0.000
H -16.3613 11.7445 17.5761 0.000
C -17.1658 6.5439 27.3001 0.000
C -18.1403 7.2287 26.3797 0.000
C -19.5334 7.2388 26.8527 0.000
O -20.0471 8.5628 26.7800 0.000
C -19.0202 9.4182 26.3884 0.000
O -18.9941 10.6623 26.2399 0.000
O -17.8688 8.5707 26.2869 0.000
H -16.2025 6.5565 26.7902 0.000
H -17.3632 5.4885 27.4882 0.000
H -16.9652 7.0532 28.2427 0.000
H -18.1605 6.6798 25.4381 0.000
H -19.4879 6.9533 27.9037 0.000
H -20.1029 6.5016 26.2868 0.000
```

Gap between HOMO and LUMO (alpha / beta) ... 6.67 / 5.21 eV
Electronic energy ... -191412.4875 eV
Relative energy (zero: lowest compared OMol25 entry of this formula, charge and spin) ... 232.7 kcal per mole
HOMO level (alpha / beta) ... -8.8 / -8.8 eV
Spin multiplicity ... 3
E_LUMO (alpha / beta) ... -0.0772 / -0.1310 Eh
Charge ... -1



6.
The following is a DFT calculation (the ωB97M-V functional and the def2-TZVPD basis) of a structure of composition C9H18OPTb in a non-equilibrium geometry.

```
30
Properties=species:S:1:pos:R:3:lowdin_spin:R:1
C -0.7601 0.1243 -2.7773 0.004
C -1.4870 1.3283 -2.9999 -0.002
C -0.5883 2.4181 -2.8318 0.002
C 0.7124 1.9106 -2.6171 -0.001
C 0.6110 0.4846 -2.4509 0.015
Tb 0.8557 -1.5197 -0.0639 6.299
P -0.2493 -3.9572 -0.8133 -0.157
H -1.1262 -0.8984 -2.8573 0.000
H -2.5400 1.4092 -3.2452 0.000
H -0.8535 3.4756 -2.8911 0.000
H 1.4484 -0.2142 -2.2996 0.007
H 1.6326 2.4904 -2.5318 0.000
H 0.7356 -4.6333 -1.6301 -0.016
H -1.3801 -4.1076 -1.6939 -0.035
H -0.5327 -5.0377 0.1019 -0.019
C 0.7205 -1.5821 2.8829 -0.039
C -0.2268 -0.5839 2.2322 -0.003
O 0.4566 0.1407 1.1666 0.010
C 0.7546 1.5509 1.2159 0.000
C -0.3028 2.3660 1.9268 -0.001
H 1.2280 -2.3329 2.2075 -0.054
H 0.1791 -2.1593 3.6444 -0.002
H 1.4966 -1.0234 3.4303 -0.002
H -1.1131 -1.0592 1.7770 -0.006
H -0.5998 0.1338 2.9611 0.000
H 1.7485 1.6238 1.6647 -0.001
H 0.8456 1.8391 0.1686 0.000
H -0.6816 1.9113 2.8450 0.000
H 0.1575 3.3111 2.2193 0.000
H -1.1414 2.5912 1.2590 0.000
```

Gap between HOMO and LUMO (alpha / beta) ... 6.14 / 4.49 eV
Electronic energy ... -43388.1790 eV
HOMO level (alpha / beta) ... -6.2 / -4.5 eV
Spin multiplicity ... 7
E_LUMO (alpha / beta) ... -0.0039 / -0.0010 Eh
Charge ... 0



Which value of spin multiplicity does entry 5 give?
3



Look up the electronic energy of the first one.
-14485.0369 eV